--- P ---
DFT (wB97M-V/def2-TZVPD) results for a 2-piece molecular cluster, C9H13NO2 overall.

## Properties
- SMILES = Cc1ccc(O)cc1.CC(N)=O
- HOMO (eV) = -8.11
- total charge = 0

Last column: Mulliken charge in e.
Positions of all 25 atoms, in Å:
C  -1.91751  -3.54329  0.01717  -1.35
C  -1.98937  -2.06769  0.38530  0.69
C  -2.92044  -1.62056  1.33206  -0.62
C  -2.97793  -0.27345  1.64532  -0.31
C  -2.29150  0.63976  0.85019  0.66
O  -2.38876  1.93463  1.29668  -0.53
C  -1.41474  0.22023  -0.13579  -0.43
C  -1.26882  -1.14431  -0.35321  -0.66
H  -0.86044  -3.83022  0.07283  0.36
H  -2.42095  -3.72514  -0.92980  0.29
H  -2.27898  -4.18141  0.83170  0.37
H  -3.51974  -2.34257  1.84854  0.33
H  -3.37175  0.10568  2.58258  0.35
H  -2.01540  2.57905  0.69059  0.30
H  -0.86590  0.96323  -0.70662  0.18
H  -0.55388  -1.57897  -1.03669  0.37
C  4.51845  1.52927  -0.37826  -0.82
C  3.12607  2.02034  -0.69760  0.54
N  2.92163  2.40569  -1.99810  -0.41
O  2.22140  2.01717  0.10631  -0.60
H  4.37424  0.54913  0.05385  0.24
H  4.82229  2.11582  0.48132  0.26
H  5.21974  1.59708  -1.20308  0.33
H  2.11762  2.97362  -2.21424  0.24
H  3.73468  2.65688  -2.54107  0.21

=====

--- Q ---
DFT (wB97M-V/def2-TZVPD) results for one molecule with the formula C9H13NO2.

## Properties
- SMILES = C[C@](O)(N=C=CO)C1=CCCC1
- HOMO (eV) = -7.99
- total charge = 0

Last column: Mulliken charge in e.
Positions of all 25 atoms, in Å:
C  -0.65452  -1.74688  -1.36399  -1.58
C  -0.51182  -1.24710  0.07821  1.04
O  -0.30069  -2.36555  0.84597  -0.59
N  -1.64756  -0.57179  0.68873  -0.44
C  -2.76014  -0.14955  0.39303  0.54
C  -3.66723  0.62109  -0.04731  -0.54
O  -3.52906  1.98681  -0.17844  -0.46
C  0.57595  -0.08002  0.09139  0.19
C  0.60101  1.05785  -0.52071  -0.61
C  1.90203  1.76806  -0.28906  -0.60
C  2.78453  0.75499  0.49679  -0.74
C  1.77161  -0.39967  0.95546  -0.61
H  -0.67731  -0.92327  -2.05999  0.35
H  -1.64963  -2.33723  -1.47462  0.33
H  0.17483  -2.35434  -1.42345  0.47
H  -0.11581  -2.05513  1.81976  0.39
H  -4.68299  0.30313  0.08072  0.33
H  -2.63049  2.09122  -0.07446  0.28
H  -0.10842  1.48544  -1.14796  0.57
H  1.84346  2.56063  0.35748  0.29
H  2.45799  1.90785  -1.21123  0.29
H  3.67216  0.37746  -0.11699  0.25
H  3.32297  1.12930  1.37358  0.32
H  2.21444  -1.44909  0.64995  0.19
H  1.61468  -0.36421  2.07712  0.34

=====

Most stable: P. Least stable: Q.

=====

--- P ---
DFT (wB97M-V/def2-TZVPD) results for one molecule with the formula C9H13NO2.

## Properties
- HOMO (spin up / spin down) (eV) = -6.51 / -5.96
- total charge = 0

Last column: Mulliken charge in e.
Positions of all 25 atoms, in Å:
C  -0.82136  -1.43533  -0.34778  -0.02
C  -3.69838  0.79479  0.04714  -0.33
C  4.05799  -0.40115  -0.55981  -0.68
C  3.69091  0.78576  0.32524  -0.59
C  -3.12279  -0.56478  -0.00774  -0.87
C  -2.49516  1.61963  0.34286  -0.52
C  2.75138  -0.41606  0.29052  0.00
C  1.47513  -0.29411  -0.30241  -0.01
C  -1.64598  -0.33268  -0.25583  0.47
N  0.61138  -1.21484  -0.00842  -0.01
O  -1.22068  -2.64587  -0.44669  -0.79
O  -1.32384  0.98418  -0.21581  -0.40
H  -3.96676  1.07450  -0.96588  0.27
H  -4.41284  1.00481  0.89204  0.27
H  4.14673  -0.22304  -1.61929  0.27
H  4.99071  -0.78439  -0.15793  0.29
H  4.34793  1.10824  1.20155  0.25
H  3.10112  1.58393  -0.11365  0.28
H  -3.13669  -0.87732  1.00451  0.24
H  -3.57259  -1.31860  -0.55042  0.49
H  -2.51076  2.54620  -0.20121  0.26
H  -2.34697  1.86741  1.41577  0.30
H  2.82169  -1.14524  1.03372  0.34
H  1.25691  0.29074  -1.29235  0.25
H  1.02293  -2.00678  0.49186  0.23

=====

--- Q ---
DFT (wB97M-V/def2-TZVPD) results for a 2-piece molecular cluster, C9H13NO2 overall.

## Properties
- SMILES = Cc1ccc(O)cc1.CC(N)=O
- HOMO (eV) = -8.94
- total charge = 0

Last column: Mulliken charge in e.
Positions of all 25 atoms, in Å:
C  -2.64984  -0.70204  -0.65109  -1.35
C  -1.66013  0.03375  0.19854  0.99
C  -1.58294  -0.19649  1.55956  -0.48
C  -0.68880  0.47014  2.40339  -0.69
C  0.19195  1.34057  1.78278  0.77
O  1.22050  1.89070  2.55207  -0.56
C  0.17384  1.60282  0.41230  -0.58
C  -0.79562  0.98154  -0.36564  -0.83
H  -3.31647  0.02157  -1.11610  0.32
H  -3.19115  -1.42262  -0.03969  0.37
H  -2.18440  -1.34755  -1.40134  0.26
H  -2.19676  -0.93729  2.06272  0.28
H  -0.74167  0.56000  3.47841  0.40
H  1.24357  2.83946  2.35477  0.31
H  0.83140  2.37927  0.04622  0.46
H  -1.03471  1.38781  -1.34518  0.32
C  2.61800  -0.30460  -1.20531  -0.72
C  1.87494  -1.60424  -1.04860  0.73
N  0.69798  -1.64626  -1.72819  -0.34
O  2.38372  -2.52679  -0.44552  -0.62
H  2.07606  0.59606  -0.89690  -0.05
H  2.73824  -0.01653  -2.25722  0.33
H  3.60067  -0.22574  -0.75476  0.31
H  0.10134  -2.44506  -1.85143  0.24
H  0.29028  -0.72851  -1.74378  0.12

=====

--- R ---
DFT (wB97M-V/def2-TZVPD) results for one molecule with the formula C9H13NO2.

## Properties
- HOMO (eV) = -8.31
- total charge = 0

Last column: Mulliken charge in e.
Positions of all 25 atoms, in Å:
C  -2.12144  1.56236  0.27005  -0.40
C  -3.14756  0.99959  -0.42154  -0.22
C  -0.91534  1.07059  0.98744  -0.05
C  -3.29529  -0.27618  -1.20133  -0.39
C  0.15376  0.17143  0.56682  -0.28
C  2.08103  1.07232  -0.80739  -1.40
C  1.07959  -1.34771  -1.11688  -1.53
C  2.25475  -0.82760  0.94156  -1.79
C  1.39751  -0.20920  -0.12192  1.99
N  -0.65749  -0.38385  1.30183  0.37
O  -1.15229  -1.34617  1.85703  -0.77
O  -3.09219  -1.38439  -0.56986  -0.16
H  -2.28375  2.72706  0.38879  0.18
H  -3.95575  1.66139  -0.66705  0.36
H  -0.65706  1.79497  1.78376  0.35
H  1.53508  1.95008  -0.58574  0.39
H  3.15840  1.04896  -0.58046  0.32
H  1.97224  0.86616  -1.92749  0.31
H  0.68225  -2.26919  -0.54159  0.33
H  0.30996  -0.95520  -1.81855  0.42
H  1.97098  -1.64890  -1.73777  0.42
H  3.01506  -1.46377  0.46113  0.42
H  2.75263  -0.10095  1.62395  0.37
H  1.67236  -1.39752  1.61085  0.47
H  -2.75743  -1.31428  0.30437  0.31

=====

Most stable: Q. Least stable: R.